Record 1
DFT (ωB97M-V with the def2-TZVPD basis set) results for a 17-piece molecular cluster, C3H40O16 overall.

```
59
Properties=species:S:1:pos:R:3:lowdin_charge:R:1
C 0.54938 0.86306 -0.02205 -0.109
C 1.52530 1.86606 0.57380 -0.278
C 2.60841 1.24929 1.52120 -0.075
H 0.78532 0.32269 -0.86996 0.009
H -0.45997 1.28990 -0.31771 0.071
H 0.32482 0.31253 0.88168 0.050
H 0.99576 2.76261 0.85717 0.102
H 2.15465 2.22447 -0.24151 0.068
H 2.89660 2.10454 2.16083 0.092
H 2.26204 0.37672 2.09745 0.047
H 3.30194 0.86372 0.81009 0.030
H 3.65212 -2.51384 1.13803 -0.013
H 2.76922 -2.11958 2.23619 0.053
O 2.82849 -2.27655 1.31286 0.041
H -3.19205 0.60873 -1.56340 0.044
H -3.96315 -0.58400 -1.45060 0.028
O -3.17224 -0.27753 -1.23020 0.017
H -2.73129 2.79361 -0.49918 -0.070
H -2.49376 2.79675 -1.79848 0.052
O -3.05262 2.32948 -1.17417 0.000
H -3.05328 -2.76103 0.27058 0.095
H -2.29132 -1.48611 0.22707 -0.035
O -2.72083 -2.00841 0.83300 -0.050
H -2.03114 -1.67876 -3.45525 0.028
H -2.17577 -1.06732 -2.22149 0.006
O -1.44781 -1.28490 -2.85473 -0.038
H 0.37920 0.92595 4.45819 0.022
H 0.48492 1.67825 3.15286 0.004
O -0.03770 1.63870 3.96787 -0.070
H 1.31261 0.44565 -3.80769 0.062
H 0.46778 -0.25791 -2.77993 0.051
O 0.94149 0.59063 -2.94917 -0.066
H 0.52511 -2.14489 -0.26951 -0.010
H 1.99667 -2.58328 -0.21883 -0.012
O 1.25561 -2.40580 -0.77461 -0.031
H 2.80178 -1.16018 -1.98498 0.037
H 3.50158 0.21230 -2.52585 -0.009
O 3.38796 -0.76446 -2.71356 -0.130
H 4.31043 1.18648 -0.79439 0.069
H 2.94954 1.31222 -1.45980 0.000
O 3.86599 1.56035 -1.57895 -0.043
H -0.79131 -4.19540 -0.88381 0.006
H -0.94374 -2.79770 -1.62914 0.023
O -1.16104 -3.37234 -0.87878 -0.027
H -0.09772 2.01054 -2.75196 0.004
H -0.46717 3.55291 -2.62247 0.083
O -0.21285 2.72801 -2.11075 -0.086
H -0.36107 -0.30993 2.77030 0.029
H 0.08860 -1.83281 3.23708 0.052
O 0.30776 -0.78634 3.33206 -0.171
H -0.49340 -3.50037 2.20953 0.028
H -1.76959 -2.63803 2.43479 0.073
O -0.90799 -2.95409 2.83238 -0.030
H -2.81182 2.74774 1.59935 0.008
H -1.49287 2.19536 1.32503 0.092
O -2.05732 3.07575 1.15857 -0.090
H -2.97876 -0.12441 1.55971 -0.014
H -3.07845 0.60992 0.31268 -0.045
O -2.78303 0.65105 1.16259 0.021
```

Summary:
LUMO, eV: -0.2
Net charge: 0
ΔE to the lowest compared entry with this formula, charge and spin, eV: 3.2031

Record 2
DFT (ωB97M-V with the def2-TZVPD basis set) results for C3H4Ag2Cl2NiO7P as an isolated structure.

```
20
Properties=species:S:1:pos:R:3:lowdin_spin:R:1
Ag -1.64170 -3.61654 -1.26889 0.070
Ag -2.40289 -0.43701 -0.17509 0.272
Ni 2.19619 -3.58095 -0.65071 0.977
P -2.28753 -1.31097 -2.78011 -0.024
O -3.08909 -1.96067 -1.61105 0.314
O -1.99084 0.11174 -2.21973 0.500
O -2.87512 -1.36005 -4.17315 0.511
O -0.95928 -2.14782 -2.76511 0.440
C 0.03094 -1.55703 0.52937 0.003
O -1.12424 -2.14304 0.45659 0.317
O 1.11093 -2.08602 0.15559 0.075
O -0.14259 -0.30480 0.35601 0.540
Cl 3.45677 1.92747 2.75052 0.001
C 1.71673 2.06278 2.33568 0.001
C 1.36053 3.11313 1.30636 0.000
Cl 2.12815 2.72346 -0.26264 0.002
H 1.23054 2.23894 3.29543 0.000
H 1.33795 1.09200 2.02340 0.001
H 1.65979 4.12646 1.55451 0.000
H 0.28474 3.10891 1.14302 0.000
```

Summary:
LUMO (alpha / beta), eV: -5.6 / -7.6
<S²>: 6.04
Net charge: +1
2S+1: 5

- Which value of net charge does entry 2 give?
  +1